1.
DFT (ωB97M-V/def2-TZVPD) results for C4H8Cl2Si in the gas phase at a distorted geometry.

Properties
E_tot in eV: -37200.6204
SMILES: C[Si](C)(Cl)/C=C/Cl
Lowest unoccupied orbital energy in Ha: 0.0271
HOMO energy in eV: -9.6320

Cartesian coordinates (Å):
Cl1 3.94 -0.87 0.25
H1 -1.95 0.18 -2.06
Cl2 -0.04 2.56 -0.39
H2 -1.45 -0.87 1.56
C1 2.23 -0.68 -0.05
C2 1.47 0.36 0.33
C3 -1.10 -0.33 -1.56
H3 -2.50 0.51 1.45
H4 -0.93 0.48 2.42
Si1 -0.37 0.64 -0.02
H5 -1.01 -1.45 -1.67
C4 -1.52 0.18 1.52
H6 1.85 1.04 1.07
H7 1.67 -1.64 -0.47
H8 -0.30 -0.09 -2.37

=====

2.
DFT (ωB97M-V/def2-TZVPD) results for a molecular structure, C4H8Cl3GeIrO5S2.

Properties
E_tot in eV: -133097.7931
Charge: +1
2S+1: 6
Lowest unoccupied orbital energy (alpha / beta) in Ha: -0.1564 / -0.2646
HOMO energy (alpha / beta) in eV: -12.6535 / -14.3185

Cartesian coordinates (Å):
S1 -1.10 -3.08 0.21
C1 1.53 1.62 -1.74
H1 1.19 1.33 1.78
O1 -0.59 -1.94 -0.66
H2 0.66 -0.06 0.80
Ir1 -2.09 -0.46 -0.34
O2 -0.07 -3.68 1.04
H3 0.92 1.45 -2.62
C2 2.62 0.66 0.21
Cl1 -2.92 2.32 1.95
O3 -0.92 1.15 -0.80
Cl2 -5.56 0.68 0.34
H4 1.92 -0.49 -1.49
O4 -2.26 -2.49 0.89
H5 3.35 0.48 -1.84
H6 3.09 -0.20 0.69
H7 3.25 1.53 0.40
S2 0.36 1.95 -0.38
O5 -1.41 -4.28 -0.60
H8 2.08 2.55 -1.88
C3 2.41 0.47 -1.29
Cl3 -3.97 -0.80 3.11
Ge1 -3.74 0.42 1.41
C4 1.23 0.87 0.80

=====

3.
DFT (ωB97M-V/def2-TZVPD) results for 4 unconnected molecules or ions with the total composition C4H8Cl8 at a distorted geometry.

Properties
E_tot in eV: -104456.9171
SMILES: ClCCl.ClCCl.ClCCl.ClCCl
Lowest unoccupied orbital energy in Ha: 0.0185
HOMO energy in eV: -10.8432

Cartesian coordinates (Å):
C1 -17.95 3.53 -26.59
Cl1 -18.19 8.51 -24.73
H1 -18.68 9.20 -27.02
H2 -18.59 4.09 -27.26
H3 -17.38 4.23 -25.98
Cl2 -16.73 2.69 -27.61
H4 -17.64 13.51 -24.66
H5 -14.32 11.55 -27.24
Cl3 -14.82 10.85 -25.00
C2 -18.14 12.55 -24.61
C3 -14.52 10.62 -26.72
Cl4 -18.32 11.93 -26.27
H6 -20.06 8.86 -26.12
H7 -17.44 11.95 -24.03
Cl5 -15.87 9.83 -27.53
Cl6 -19.12 6.89 -27.02
C4 -19.05 8.48 -26.28
Cl7 -19.66 12.55 -23.71
Cl8 -18.70 2.36 -25.52
H8 -13.66 9.98 -26.86

=====

4.
DFT (ωB97M-V/def2-TZVPD) results for a molecular structure, C4H8Cl8F24P4V2 at a distorted geometry.

Properties
E_tot in eV: -258225.2606
2S+1: 7
Lowest unoccupied orbital energy (alpha / beta) in Ha: -0.2207 / -0.1973
HOMO energy (alpha / beta) in eV: -10.7755 / -10.8201

Cartesian coordinates (Å):
F1 -4.50 2.34 -0.86
P1 -0.97 -0.82 4.19
F2 0.43 -1.66 4.54
H1 3.28 2.22 -1.09
H2 3.38 -2.65 0.49
V1 -1.92 -0.25 0.85
F3 -2.58 -2.13 -2.63
F4 -3.46 -4.56 -0.66
C1 2.67 0.35 -4.42
F5 -3.56 3.47 1.09
Cl1 4.29 0.38 -5.10
F6 -1.20 -0.70 5.79
F7 0.47 0.88 -2.17
F8 -3.10 1.34 1.89
H3 2.81 0.64 -3.38
F9 -0.73 -0.85 2.54
H4 2.19 3.60 2.67
P2 -3.77 1.95 0.57
F10 -2.31 1.79 -0.05
F11 -4.51 -2.89 -1.74
V2 -0.88 -1.93 -4.12
F12 -1.82 -2.21 4.28
F13 -3.94 0.39 0.38
P3 0.23 -0.44 -1.18
H5 1.63 2.80 -0.68
H6 3.20 -0.97 0.88
Cl2 2.58 1.21 2.60
F14 -2.34 0.02 4.16
Cl3 5.12 -2.00 1.95
Cl4 4.71 -1.41 -0.94
C2 1.65 2.68 2.91
C3 3.94 -1.73 0.64
P4 -2.93 -3.34 -1.63
F15 -0.29 0.62 4.18
F16 -0.08 -1.60 -0.13
H7 1.24 2.76 3.92
Cl5 3.35 4.42 -0.17
F17 -2.71 -2.33 -0.34
F18 -1.32 -0.32 -1.33
F19 0.23 -1.50 -2.45
F20 -5.16 1.78 1.36
Cl6 0.14 2.72 1.94
Cl7 2.30 3.68 -2.71
F21 -1.32 -3.79 -1.70
F22 1.86 -0.67 -1.07
F23 0.14 0.47 0.12
F24 -3.17 -4.35 -2.90
C4 2.60 3.08 -1.09
H8 1.99 0.94 -5.03
Cl8 2.14 -1.43 -4.39

=====

5.
DFT (ωB97M-V/def2-TZVPD) results for C4H8ClFO in the gas phase at a distorted geometry.

Properties
E_tot in eV: -21564.4366
SMILES: COC[C@](C)(F)Cl
Lowest unoccupied orbital energy in Ha: 0.0323
HOMO energy in eV: -10.1493

Cartesian coordinates (Å):
F1 -1.10 0.74 0.82
C1 -1.72 0.46 -1.30
O1 1.88 0.33 0.00
C2 -0.63 0.12 -0.30
H1 0.72 1.82 -0.74
C3 1.83 0.69 1.35
C4 0.72 0.72 -0.69
H2 2.57 0.03 1.83
H3 0.96 0.35 -1.69
H4 2.16 1.75 1.51
Cl1 -0.45 -1.61 0.01
H5 -1.83 1.58 -1.25
H6 0.82 0.41 1.77
H7 -1.45 0.11 -2.33
H8 -2.65 0.01 -1.04

=====

6.
DFT (ωB97M-V/def2-TZVPD) results for 2 unconnected molecules or ions with the total composition C4H8ClN at a distorted geometry.

Properties
E_tot in eV: -18287.8171
SMILES: CC1=N[C@H]1C.Cl
Lowest unoccupied orbital energy in Ha: 0.0314
HOMO energy in eV: -9.7096

Cartesian coordinates (Å):
C1 0.18 -0.41 0.58
H1 2.21 1.61 -1.14
N1 -0.78 0.62 0.07
C2 1.39 1.99 -0.49
H2 0.75 2.46 -1.18
Cl1 -3.77 -0.61 -0.35
H3 -0.91 -2.10 -0.03
H4 -2.80 -0.07 0.15
H5 0.30 -0.50 1.75
H6 0.55 -2.46 0.93
H7 1.69 2.61 0.41
C3 0.17 -1.91 0.14
C4 0.45 0.92 -0.04
H8 0.57 -2.15 -0.79

=====

7.
DFT (ωB97M-V/def2-TZVPD) results for 3 unconnected molecules or ions with the total composition C4H8ClN at a distorted geometry.

Properties
E_tot in eV: -18280.4548
Lowest unoccupied orbital energy in Ha: -0.0504
HOMO energy in eV: -9.1543

Cartesian coordinates (Å):
C1 1.97 1.56 0.00
H1 2.75 1.02 0.64
C2 0.85 0.80 -0.45
C3 0.48 -0.78 -0.25
H2 -2.72 -1.23 -1.47
H3 -0.11 -0.97 -1.26
H4 1.98 2.72 0.26
H5 -0.24 1.25 -0.55
H6 -0.91 -1.88 0.42
N1 -1.84 -0.15 -0.27
H7 -0.72 -0.35 1.68
H8 -2.57 0.53 0.80
Cl1 1.88 -1.62 -0.09
C4 -0.80 -0.91 0.54

=====

8.
DFT (ωB97M-V/def2-TZVPD) results for 2 unconnected molecules or ions with the total composition C4H8ClN at a distorted geometry.

Properties
E_tot in eV: -18286.4681
Lowest unoccupied orbital energy in Ha: 0.0288
HOMO energy in eV: -8.2981

Cartesian coordinates (Å):
H1 1.26 -0.09 -2.19
C1 0.63 -1.13 -0.56
Cl1 1.29 -1.57 0.95
H2 0.50 0.94 -1.05
H3 -1.76 1.35 1.17
H4 -0.60 -1.61 -2.15
H5 -0.90 1.48 3.22
C2 -0.66 1.56 1.12
H6 2.14 0.36 -0.58
H7 0.67 2.16 2.72
C3 -0.33 -1.94 -1.12
C4 1.22 0.10 -1.19
N1 -0.21 1.66 2.35
H8 -0.62 -2.91 -0.62

=====

9.
DFT (ωB97M-V/def2-TZVPD) results for C4H8ClN in the gas phase at a distorted geometry.

Properties
E_tot in eV: -18288.2605
SMILES: ClCC[C@H]1CN1
Lowest unoccupied orbital energy in Ha: 0.0370
HOMO energy in eV: -9.9837

Cartesian coordinates (Å):
N1 0.92 0.00 1.77
H1 1.98 0.27 1.77
H2 1.60 0.10 -0.19
H3 -1.76 -0.90 -1.89
C1 0.22 1.16 1.16
C2 -1.01 -0.28 -1.37
H4 0.59 2.15 1.09
Cl1 -0.13 -0.03 -2.88
H5 -1.00 -1.46 0.52
C3 -0.24 -1.03 -0.26
H6 -0.75 1.11 1.49
H7 -1.39 0.76 -0.90
C4 0.68 0.02 0.37
H8 0.30 -1.89 -0.69

=====

10.
DFT (ωB97M-V/def2-TZVPD) results for 2 unconnected molecules or ions with the total composition C4H8ClN2 at a distorted geometry.

Properties
E_tot in eV: -19768.6968
Charge: +1
Lowest unoccupied orbital energy (alpha / beta) in Ha: -0.2125 / -0.2022
HOMO energy (alpha / beta) in eV: -12.4662 / -12.9323

Cartesian coordinates (Å):
H1 0.61 2.04 0.14
H2 -3.03 -1.40 -1.33
C1 1.08 1.50 0.94
H3 1.31 2.28 1.77
C2 1.95 0.27 0.51
H4 1.86 0.20 -0.46
N1 -0.53 -0.54 -1.66
Cl1 0.29 -0.82 2.53
C3 -1.25 -0.74 -0.60
H5 -0.64 -0.64 -2.65
N2 -2.47 -1.14 -0.50
H6 0.19 0.17 -1.42
C4 0.72 0.15 1.27
H7 2.88 0.10 1.12
H8 -2.97 -1.43 0.35

=====

11.
DFT (ωB97M-V/def2-TZVPD) results for C4H8ClN2P in the gas phase at a distorted geometry.

Properties
E_tot in eV: -29068.4030
SMILES: CN1C=CN(C)P1Cl
Lowest unoccupied orbital energy in Ha: 0.0331
HOMO energy in eV: -7.7327

Cartesian coordinates (Å):
H1 1.17 -2.26 0.02
H2 -1.92 0.88 0.80
H3 0.53 3.28 1.11
H4 0.01 -2.92 -1.11
C1 0.34 2.20 1.39
C2 0.85 -2.20 -0.94
N1 0.28 -0.89 -1.15
H5 -1.59 -1.52 -0.23
N2 0.07 1.28 0.24
P1 1.23 0.70 -0.85
Cl1 0.59 1.50 -2.57
C3 -1.01 -0.66 -0.43
C4 -1.10 0.49 0.24
H6 1.20 1.71 1.98
H7 -0.60 2.22 1.92
H8 1.73 -2.22 -1.74

=====

12.
DFT (ωB97M-V/def2-TZVPD) results for C4H8ClNO in the gas phase at a distorted geometry.

Properties
E_tot in eV: -20336.4787
SMILES: NC/C=C(/Cl)CO
Lowest unoccupied orbital energy in Ha: 0.0241
HOMO energy in eV: -9.2806

Cartesian coordinates (Å):
H1 0.39 2.88 -0.17
N1 -1.77 -0.15 -0.67
Cl1 2.87 -0.56 -0.40
C1 1.20 -0.28 0.03
H2 1.71 1.52 1.12
H3 -1.31 0.77 -0.51
C2 -1.12 -1.16 0.12
H4 0.84 -2.33 -0.02
H5 -0.04 1.01 1.14
C3 0.84 1.14 0.52
O1 0.52 1.98 -0.51
H6 -1.53 -0.34 -1.68
H7 -1.37 -1.00 1.19
C4 0.41 -1.34 0.01
H8 -1.64 -2.12 -0.17